# 1
C24H60N4O12SSn2 | ωB97M-V/def2-TZVPD

```
103
Properties=species:S:1:pos:R:3:forces:R:3:mulliken_charge:R:1
Sn -1.4071 0.4107 5.6570 0.468 0.900 -0.712 1.249
Sn -2.0403 5.1770 -2.7126 -0.542 -0.499 1.401 1.377
S -0.7960 2.0091 0.8804 0.012 -0.071 0.165 1.374
O 0.1518 1.1115 1.5214 0.599 -0.220 1.199 -0.583
O -2.1123 -4.9622 -1.7553 -1.354 -0.648 -1.485 -0.251
O 0.1334 -9.0554 -4.5342 0.402 -0.953 -0.125 -0.304
O -5.4224 2.8175 -2.3079 -0.372 0.843 1.278 -0.262
O 4.2059 3.6770 5.5515 0.009 -0.020 -0.782 -0.341
O -3.8035 7.5348 -0.3689 0.764 -1.846 -0.359 -0.283
O -1.9685 2.1727 1.7612 -1.025 -0.785 0.925 -0.589
O 4.7104 -5.0044 -1.8718 -0.244 -0.412 -0.471 -0.288
O 4.5436 -0.2398 -2.0364 0.841 0.792 -0.040 -0.276
O -1.1284 1.4892 -0.4166 -0.968 -0.039 -1.366 -0.591
O -0.2417 3.3586 0.7618 0.987 1.418 -0.668 -0.579
O -0.0540 3.5995 7.9257 -0.393 -0.795 0.173 -0.283
N 0.6397 4.3384 5.2516 -1.388 -1.285 0.555 -0.228
N -0.8663 -6.6044 -3.5460 0.859 -0.786 -1.222 -0.196
N -5.1868 4.6338 0.0394 -0.071 2.044 -0.796 -0.212
N 5.2076 -2.3836 -3.3352 -2.610 0.333 -1.480 -0.077
C 5.8650 -0.0791 -2.5586 -1.676 -1.761 -2.391 -0.482
C -2.8304 -4.2394 -0.7726 1.615 -0.481 0.809 -0.771
C -2.2775 -6.8299 -3.4747 -1.497 2.064 -0.118 -0.666
C -0.5931 -8.1612 -5.3913 0.509 -3.770 -1.048 -0.391
C -5.2081 7.3261 -0.0961 1.650 -0.269 -0.262 -0.493
C 4.2349 0.9684 -1.3818 -1.306 -0.487 1.120 -0.820
C 4.8322 -5.9742 -0.8311 -0.555 1.721 0.215 -0.769
C -0.1212 4.9586 7.6007 -0.902 0.525 -1.015 -0.637
C 0.1397 3.4878 9.3400 1.542 -0.075 -0.425 -0.824
C 6.2584 -1.4699 -3.1999 1.971 0.321 3.326 -0.788
C -6.3341 2.7863 -1.1299 1.169 0.541 -1.516 -0.651
C 5.5714 -3.7008 -3.7414 1.224 -2.209 1.266 -0.717
C 5.2360 2.7191 5.2375 -1.124 0.724 -0.660 -0.667
C -6.4513 4.1647 -0.5337 0.011 0.001 -0.064 -0.827
C -0.2351 5.2047 6.0527 -0.190 -1.043 -0.072 -0.795
C -0.3519 -6.8584 -4.9267 0.348 3.019 1.412 -0.830
C 2.9059 3.3059 5.0600 0.298 0.243 1.101 -0.457
C 5.8650 -4.7787 -2.6233 0.075 0.367 -0.973 -0.571
C -5.3900 6.0018 0.6878 -0.082 -0.223 1.017 -0.870
C -3.4392 8.6356 -1.1624 -0.849 -0.294 -0.238 -0.706
C 2.0284 4.4878 5.4569 1.083 0.048 0.838 -0.498
C 0.0737 -10.4266 -4.8995 -1.537 -0.797 -0.538 -0.874
C -5.2694 1.5807 -2.9517 -0.543 -1.830 1.556 -0.838
C -2.8349 -6.1636 -2.1873 0.235 0.292 0.535 -0.662
H 6.5895 0.2422 -1.8103 0.010 0.172 -0.169 0.351
H -4.8837 0.7996 -2.2964 0.877 0.216 0.718 0.354
H 4.6746 1.9136 -1.7004 0.739 -0.307 -0.436 0.361
H 0.7253 -6.7234 -5.0243 0.198 0.253 0.816 0.286
H -0.1121 -8.1568 -6.3694 -0.414 -0.705 -0.560 0.406
H 0.0989 -10.6846 -5.9582 0.992 0.838 -0.539 0.344
H 3.8342 -5.9623 -0.3929 0.163 -0.072 0.347 0.235
H -2.7315 9.2701 -0.6288 0.174 -0.140 -0.297 0.253
H 5.6380 0.6073 -3.3743 1.179 0.700 -0.038 0.340
H 4.4739 0.7520 -0.3405 -0.073 0.765 0.357 0.280
H -5.8224 7.2945 -0.9960 0.100 0.129 -0.317 0.325
H -0.7099 -6.1873 -5.7075 -0.656 0.560 0.475 0.396
H -6.3945 6.0716 1.1053 -0.500 -0.135 -0.222 0.432
H -5.1154 3.9329 0.7632 1.184 0.397 0.573 0.293
H -1.6361 -8.4764 -5.4221 -0.146 0.016 -0.303 0.326
H 6.8997 -1.4637 -4.0812 0.286 0.637 -0.127 0.455
H -6.9063 4.8651 -1.2341 0.093 0.097 0.116 0.391
H 0.6909 5.5259 8.0555 0.432 -0.071 -0.205 0.418
H -5.2937 8.2932 0.3993 -1.910 -0.569 0.950 0.445
H -4.2973 9.2273 -1.4813 -0.149 0.214 0.225 0.379
H -7.0485 4.0328 0.3685 -1.140 0.083 -0.372 0.467
H -6.2419 1.0968 -3.0420 -0.379 0.396 -1.446 0.334
H -4.5645 1.5508 -3.7825 -0.670 0.667 -0.317 0.266
H -2.8880 -4.8952 0.0962 -0.480 0.007 0.400 0.326
H -3.8839 -5.9036 -2.3296 -0.159 0.023 -0.133 0.368
H -2.8077 -6.8582 -1.3478 0.106 -0.235 0.169 0.342
H -2.1391 -3.4451 -0.4911 -0.134 0.214 0.008 0.247
H -2.7803 -6.3629 -4.3217 0.132 0.588 -0.175 0.402
H 6.1149 -5.6926 -3.1623 0.041 -0.228 -0.411 0.357
H 6.4953 -3.6409 -4.3166 0.254 -0.363 -0.480 0.326
H 2.2306 5.4029 4.9003 1.356 0.084 0.064 0.257
H 6.8057 -1.9021 -2.3622 1.004 -0.141 -0.198 0.295
H -2.6251 -7.8519 -3.6257 0.089 -0.451 0.806 0.345
H 3.1657 1.1571 -1.4781 -0.201 -0.295 0.195 0.228
H 5.0524 -7.0185 -1.0528 0.461 0.151 -0.660 0.282
H -0.5633 -7.4305 -3.0501 1.157 0.118 0.460 0.268
H -3.8056 -3.7884 -0.9564 -0.175 -0.336 -0.792 0.277
H 1.1942 3.7359 9.4608 0.292 -0.309 0.504 0.353
H -7.3280 2.4858 -1.4614 0.047 -0.364 0.010 0.413
H -0.3525 4.2258 9.9734 -0.803 -0.132 -0.322 0.340
H 4.7251 -1.9792 -4.1250 -1.256 -0.342 0.026 0.212
H -1.0229 5.2812 8.1214 -0.250 0.828 -0.396 0.508
H 2.2938 4.6082 6.5072 -0.415 0.502 0.072 0.299
H 6.0535 2.7631 5.9572 -0.186 0.271 -0.112 0.238
H 4.7933 1.7231 5.2308 0.173 -0.248 0.029 0.297
H -4.8058 6.0096 1.6080 0.542 0.156 -0.286 0.430
H 5.5211 3.0064 4.2254 0.701 -0.546 0.001 0.265
H 4.8291 -4.2800 -4.2906 -0.411 0.987 -0.401 0.397
H -3.0850 8.1895 -2.0917 0.751 0.495 -0.430 0.130
H -0.0296 2.4569 9.6510 -0.168 0.212 0.001 0.231
H 5.5511 -5.4758 -0.1810 0.172 -0.875 0.725 0.343
H -5.9515 2.1551 -0.3278 0.164 -0.613 -0.333 0.348
H -1.2105 4.9475 5.6398 -0.412 0.058 0.633 0.410
H -0.1219 6.2574 5.7938 0.395 0.327 0.405 0.343
H 2.7650 2.3832 5.6229 -1.218 -0.133 0.238 0.259
H 0.4607 4.4342 4.2622 -0.465 -0.012 -0.032 0.291
H 6.7814 -4.5994 -2.0611 -0.091 0.552 0.706 0.407
H 2.6490 3.0474 4.0327 1.255 0.142 -0.730 0.365
H 0.7276 -11.1325 -4.3874 0.499 0.895 0.310 0.282
H -0.9152 -10.8602 -4.7508 -0.599 0.278 0.837 0.331
```
Forces are in eV/Å.

Calculated values
Energy relative to the best compared isomer or geometry (same formula, charge and spin) = 16.3189 eV
Frontier orbital gap = 1.31 eV
DFT total energy = -2897.73869 hartree
Charge = +2

# 2
C5H8N3O2 | ωB97M-V/def2-TZVPD

```
18
Properties=species:S:1:pos:R:3:forces:R:3:nbo_charge:R:1
O 0.6874 1.0314 -0.4848 2.183 0.376 2.670 -0.440
O 1.9809 -0.0087 1.1854 -0.771 -1.396 -0.154 -0.427
N -1.2807 0.0129 -0.6402 -1.796 0.123 3.941 -0.561
N -0.2443 0.0332 1.5905 3.065 -2.321 0.484 -0.236
N 0.2131 -1.2740 1.8087 -9.474 1.318 -0.511 -0.214
C 1.5062 -1.2508 1.7492 5.379 4.368 -0.959 0.194
C 0.8746 0.7550 0.9741 0.420 1.202 0.932 0.481
C -1.5145 0.3057 1.1880 -0.207 1.235 -2.281 0.009
C 0.1060 -0.0308 -2.5497 0.982 2.662 -0.280 -0.699
C -0.1288 0.2947 -1.1070 -2.998 -1.484 -3.557 0.686
H 1.0017 1.7213 1.4684 -0.002 0.121 -0.579 0.225
H -1.7770 1.4242 1.3234 0.193 -2.077 -0.560 0.264
H -0.6738 -0.4856 -3.1297 -0.537 -0.294 0.316 0.258
H -2.2268 -0.4619 1.4846 -0.038 0.325 -0.093 0.270
H 1.0336 -0.5115 -2.7016 1.028 -0.971 0.085 0.270
H -2.0126 -0.5181 -1.0972 0.517 -0.020 -0.313 0.439
H 0.3346 0.9728 -3.0124 -0.430 -0.750 0.268 0.275
H 2.1204 -2.0098 1.9503 2.486 -2.418 0.591 0.209
```
Forces are in eV/Å.

Calculated values
Energy relative to the best compared isomer or geometry (same formula, charge and spin) = 1.8131 eV
Frontier orbital gap (alpha / beta) = 6.57 / 8.86 eV
DFT total energy = -509.58467 hartree
2S+1 = 3
⟨S²⟩ = 2.008
Charge = +1

# 3
C36H46GeMoN7O4 | ωB97M-V/def2-TZVPD

```
95
Properties=species:S:1:pos:R:3:forces:R:3:mulliken_charge:R:1
Mo 1.7018 0.1904 2.2463 0.085 -4.412 -0.242 0.534
Ge -4.7167 -3.6472 -2.7674 0.320 -0.188 -0.283 0.402
O -4.0932 -2.5572 -4.1743 0.066 0.746 -0.554 -0.302
O -1.0539 -0.4555 -6.3643 0.915 4.626 -2.900 -0.150
O -5.4300 -0.7087 -4.3458 1.735 -1.113 -0.487 -0.508
O -2.2550 1.7339 -5.7163 3.250 0.256 -2.317 -0.366
N 3.5955 -0.4464 2.9223 0.212 -0.139 0.099 -0.204
N 1.2255 -0.9311 4.0115 0.524 0.285 0.989 -0.226
N -1.3122 1.7855 -6.5241 -3.096 1.051 2.775 0.729
N 0.9400 1.9020 1.9909 0.281 0.609 0.009 -0.818
N 3.0480 0.0723 0.6216 0.190 0.073 0.421 -0.339
N 2.5156 2.9590 3.4414 0.779 0.139 2.081 0.328
N -0.7765 0.4911 -7.0797 -0.212 -5.424 1.960 0.032
C 4.3091 0.4942 0.9186 -0.998 -0.493 -1.840 0.353
C -2.2408 -4.7144 -1.4871 -0.118 -1.944 1.700 -0.268
C 0.0948 -5.4164 -0.5510 0.171 0.703 1.522 -0.855
C -0.7007 2.9357 -7.0388 -2.156 -0.448 -1.220 0.565
C -0.0103 -0.9962 4.5812 1.620 -1.269 1.121 -0.223
C -0.3650 5.4449 -8.2998 0.790 -1.189 0.166 -0.270
C 3.7039 4.9825 3.3119 0.998 0.333 -0.178 -1.093
C 4.7340 -0.4412 5.0216 0.329 0.013 -2.843 -0.552
C 4.6896 0.0178 2.2578 -0.750 0.645 1.748 0.325
C -8.7742 -2.7401 0.2122 0.637 1.589 -0.257 -1.320
C 3.0381 4.0922 5.6399 0.205 1.134 0.977 -0.772
C -0.2858 4.2205 -9.0130 0.847 0.028 -1.937 -0.385
C -0.3616 2.9593 -8.4325 0.601 0.813 0.074 -0.233
C 4.9715 1.2818 -0.0533 0.291 -0.142 2.298 -0.289
C 2.3722 -1.2308 4.7852 -3.221 0.538 1.095 0.628
C -1.0733 4.1349 -6.4183 0.116 -0.024 1.384 -0.344
C 5.8393 0.2509 2.9996 0.444 1.132 -1.450 -0.415
C 3.5955 3.5942 2.7103 1.154 -0.175 1.876 -0.370
C 5.8877 0.0568 4.3555 -0.418 -0.806 1.883 -0.896
C 4.2892 1.7303 -1.1609 -0.777 -0.653 0.006 -0.646
C -3.1053 -4.8046 -2.7237 -0.898 -0.682 -0.270 -1.016
C 3.0431 1.1440 -1.4418 0.122 0.025 -2.257 -0.439
C 2.4986 0.2534 -0.5909 0.742 0.276 1.449 -0.262
C -7.3017 -2.9660 -0.1316 -0.279 -0.666 -1.238 -0.223
C 1.9296 1.9357 2.8445 -1.798 2.535 -0.941 0.630
C -5.1819 -2.4232 -1.3435 -0.372 0.423 1.052 -1.036
C -1.1766 -5.8463 -1.3031 0.897 0.012 -1.415 -0.551
C -0.1455 -1.5448 5.8755 -0.065 0.681 -0.596 -0.660
C 2.5515 2.8704 4.9429 -0.720 -1.409 -1.068 -0.179
C 0.9432 -1.9178 6.6462 0.285 0.350 -2.011 -0.429
C 3.5943 -0.6901 4.2443 2.274 -0.412 -0.158 0.798
C -0.7228 5.3522 -6.9286 0.333 -0.134 -1.749 -0.581
C -4.4518 -1.3741 -4.6760 -1.481 0.323 0.869 0.250
C 2.2017 -1.7123 6.0982 2.146 0.273 -0.161 -0.546
C -6.6740 -1.9858 -1.1359 0.778 -1.636 -0.024 -0.551
C 4.0489 4.9296 4.8396 0.692 1.764 -0.383 -0.629
H 1.0523 -5.8796 -0.9206 -1.148 0.055 0.642 0.320
H -0.7090 6.2159 -6.3319 -0.487 1.011 0.692 0.441
H 6.6545 0.7686 2.4987 0.149 -0.414 0.103 0.470
H -2.5815 -4.4500 -3.6164 0.112 -0.419 -0.006 0.422
H -5.8129 -4.5510 -3.2810 -0.502 0.089 -0.314 0.025
H -8.9074 -1.6786 0.5059 0.108 -0.527 0.369 0.300
H -0.8688 -0.6596 4.0248 -0.035 0.017 -0.243 0.518
H 2.1381 4.6095 5.9954 0.351 0.617 -0.574 0.365
H 3.5039 3.8275 6.5959 0.056 -0.271 -0.242 0.353
H -1.7316 -3.7684 -1.3668 -0.096 0.461 -0.102 0.262
H 4.6606 2.4732 -1.8389 0.473 0.130 -0.101 0.500
H -7.1796 -4.0248 -0.4954 -0.038 0.857 0.067 0.214
H -6.6769 -2.9273 0.7543 -0.101 0.104 0.469 0.272
H -3.7431 -1.0067 -5.4706 -0.399 -0.454 0.552 0.196
H -4.7824 -2.7696 -0.3553 -0.085 0.232 -0.856 0.502
H 4.5538 2.9984 2.8185 -0.668 0.564 -0.061 0.043
H -8.9854 -3.3941 1.0325 -0.750 -0.251 0.398 0.367
H 4.1340 6.0254 5.2085 -0.455 -1.871 -0.382 0.338
H 1.6250 -0.3225 -0.7158 -1.116 -0.177 -0.636 0.532
H -4.6185 -1.5631 -1.6623 0.479 0.573 0.125 0.443
H -0.0129 6.3703 -8.8235 -0.771 -0.794 0.772 0.388
H 4.6792 -0.7586 6.0103 0.442 0.054 1.688 0.523
H 3.1291 -1.8534 6.7385 -1.394 -0.063 -0.941 0.313
H -6.7782 -0.9671 -0.8097 0.342 0.506 0.528 0.401
H -1.6136 4.0411 -5.4781 0.409 0.245 0.062 0.424
H 3.0310 1.9530 5.3093 0.412 -0.003 -0.376 0.056
H -9.4892 -2.8106 -0.6120 0.316 -0.675 -0.029 0.342
H -7.1545 -1.9759 -2.0929 -0.579 -0.290 -0.616 0.347
H 6.8201 0.2551 4.9272 -0.847 -0.098 -0.519 0.455
H 2.5307 1.2372 -2.4171 0.523 0.464 0.668 0.405
H 2.7726 5.4791 3.0816 -0.598 0.102 0.506 0.414
H 1.4927 2.7242 5.1319 -0.154 -0.011 0.591 0.382
H -0.0199 4.2553 -10.1238 -0.465 -0.017 1.736 0.321
H 5.9373 1.6195 0.2977 0.236 0.273 -0.726 0.441
H -2.8784 -4.9130 -0.5896 0.177 0.858 -0.484 0.228
H 4.4008 5.5962 2.7208 0.333 -0.345 0.496 0.415
H -0.1349 2.0893 -9.0434 -0.191 0.038 0.338 0.434
H -1.1126 -1.5855 6.3182 -0.704 -0.130 0.052 0.427
H -0.8088 -6.1928 -2.2860 -0.457 0.145 0.117 0.299
H 3.3019 3.5719 1.7049 -0.242 0.326 -1.664 0.602
H 5.0995 4.5456 5.0058 -1.087 0.102 -0.424 0.301
H -1.6049 -6.7403 -0.8252 0.010 0.385 -0.150 0.369
H -0.0919 -5.5788 0.5613 0.746 -0.097 -1.243 0.239
H -3.5014 -5.8721 -2.8973 0.757 1.557 0.227 0.304
H 0.2873 -4.3128 -0.6004 -0.315 -0.655 -0.310 0.127
H 0.8410 -2.3653 7.5947 -0.219 -0.222 1.029 0.535
```
Forces are in eV/Å.

Calculated values
Energy relative to the best compared isomer or geometry (same formula, charge and spin) = 4.7686 eV
Frontier orbital gap (alpha / beta) = 4.01 / 4.05 eV
DFT total energy = -4227.51146 hartree
2S+1 = 3
⟨S²⟩ = 2.023
Charge = +3